Computed, not measured: a molecular structure, C52H34Br3F3O15, with wB97M-V/def2-TZVPD.

Each line ends with the Mulliken charge.
CARTESIAN COORDINATES (ANGSTROEM)
C: 2.269 -2.497 3.459  0.820
C: 3.258 -1.861 4.410  0.443
O: 4.446 -2.491 4.112  -0.365
C: 4.177 -3.710 3.543  0.552
O: 4.943 -4.602 3.454  -0.515
O: 2.915 -3.714 3.078  -0.338
F: 2.921 -2.136 5.717  -0.313
H: 2.029 -1.919 2.568  -0.534
H: 1.322 -2.742 3.942  -0.197
H: 3.290 -0.778 4.338  0.392
C: -2.514 -5.841 4.179  -0.406
C: -1.538 -4.936 3.449  0.336
O: -0.460 -4.852 4.314  -0.204
C: -0.811 -5.308 5.560  0.564
O: -0.078 -5.327 6.485  -0.477
O: -2.073 -5.771 5.536  -0.346
F: -2.096 -3.699 3.254  -0.285
H: -2.586 -6.878 3.854  0.277
H: -3.518 -5.420 4.124  0.276
H: -1.216 -5.300 2.476  0.272
C: -3.083 3.554 0.835  -0.312
C: -1.946 2.560 0.605  1.020
O: -0.880 3.349 0.166  -0.172
C: -1.226 4.671 0.183  0.489
O: -0.474 5.557 -0.006  -0.511
O: -2.534 4.817 0.486  -0.338
F: -2.251 1.742 -0.474  -0.261
H: -3.407 3.555 1.876  0.248
H: -3.943 3.324 0.209  0.258
H: -1.694 1.906 1.432  -0.377
C: -1.346 6.034 9.422  -0.479
C: -1.962 6.359 8.208  -0.494
C: -1.969 5.442 7.165  -0.574
C: -1.406 4.185 7.331  0.133
C: -0.845 3.857 8.568  0.292
C: -0.795 4.780 9.595  -0.572
C: -0.224 2.515 8.809  0.475
O: 0.280 2.242 9.874  -0.655
C: -0.220 1.554 7.665  0.575
C: 0.346 0.303 7.854  -0.857
C: 0.320 -0.637 6.832  -0.470
C: -0.255 -0.300 5.606  0.431
C: -0.788 0.952 5.428  -0.281
C: -0.844 1.877 6.463  -0.119
C: -1.476 3.204 6.216  0.406
O: -2.090 3.425 5.194  -0.673
H: -1.329 6.837 10.148  0.387
H: -2.406 7.336 8.076  0.404
H: -2.484 5.720 6.253  0.435
H: -0.332 4.513 10.534  0.476
H: 0.921 0.107 8.749  0.424
H: 0.714 -1.634 6.977  0.482
H: -0.250 -1.035 4.813  -0.207
H: -1.263 1.223 4.491  0.422
C: -0.851 0.800 -11.333  -0.389
C: -2.012 1.546 -11.525  -0.676
C: -2.740 1.896 -10.398  -0.589
C: -2.457 1.375 -9.143  0.217
C: -1.340 0.546 -8.995  0.596
C: -0.489 0.343 -10.077  -0.643
C: -1.005 -0.051 -7.671  0.502
O: -0.230 -0.973 -7.560  -0.628
C: -1.669 0.568 -6.491  0.124
C: -1.248 0.181 -5.227  -0.661
C: -1.895 0.662 -4.089  -0.006
C: -2.984 1.510 -4.243  -0.577
C: -3.409 1.905 -5.505  -0.725
C: -2.751 1.438 -6.635  0.154
C: -3.293 1.776 -7.979  0.552
O: -4.332 2.376 -8.140  -0.644
H: -0.204 0.608 -12.182  0.374
H: -2.347 1.854 -12.504  0.427
H: -3.687 2.424 -10.472  0.423
H: 0.441 -0.185 -9.917  0.447
H: -0.448 -0.540 -5.122  0.619
H: -1.559 0.202 -3.170  0.081
H: -3.574 1.779 -3.373  0.491
H: -4.276 2.541 -5.621  0.469
C: 3.193 -5.572 -3.659  -0.490
C: 2.711 -5.350 -2.362  -0.666
C: 2.666 -4.073 -1.835  -0.597
C: 3.113 -2.983 -2.583  0.326
C: 3.578 -3.212 -3.876  0.700
C: 3.635 -4.494 -4.400  -0.632
C: 4.060 -2.056 -4.682  0.163
O: 4.755 -2.204 -5.659  -0.626
C: 3.562 -0.703 -4.294  0.603
C: 3.578 0.324 -5.223  -0.750
C: 3.112 1.581 -4.884  -0.543
C: 2.607 1.812 -3.609  -0.835
C: 2.524 0.774 -2.691  -0.251
C: 3.030 -0.475 -3.023  0.318
C: 2.942 -1.601 -2.055  0.096
O: 2.573 -1.420 -0.915  -0.450
H: 3.178 -6.592 -4.020  0.401
H: 2.423 -6.191 -1.744  0.417
H: 2.154 -3.906 -0.896  0.477
H: 3.941 -4.584 -5.436  0.465
H: 4.044 0.175 -6.187  0.495
H: 3.266 2.402 -5.573  0.483
H: 2.322 2.804 -3.280  0.481
H: 2.072 0.931 -1.722  0.453
C: 0.073 -0.942 0.890  -0.420
Br: -0.798 -0.875 -0.814  0.021
Br: -1.296 -0.895 2.280  -0.018
Br: 1.257 0.532 1.155  0.017
H: 0.543 -1.903 1.033  0.467

The calculation puts the maximum force at 1.4 eV/Å. The HOMO energy is -9.8 eV. As for the relative energy (zero: lowest compared OMol25 entry of this formula, charge and spin): 0.0 kcal per mole. Its spin multiplicity is 1. The total energy comes out at -303469.6694 eV.